This record from the Open Molecules 2025 dataset describes C32H64Cl12O10S5 as an isolated structure in a non-equilibrium geometry. The level of theory is ωB97M-V/def2-TZVPD.

Results
- Kohn-Sham gap: 7.5 eV
- Charge: 0

Each line ends with the Löwdin charge.
CARTESIAN COORDINATES (ANGSTROEM)
C  -23.88585  -25.09062  -22.69384  -0.184
C  -23.64993  -25.01715  -21.18106  -0.195
C  -24.71880  -24.16851  -20.53435  -0.193
S  -26.21523  -24.49765  -21.47294  0.788
O  -26.95218  -23.24401  -21.65848  -0.483
O  -26.75849  -25.69490  -20.83272  -0.428
C  -25.37529  -25.03875  -23.06461  -0.224
H  -23.35810  -25.88708  -23.21846  0.131
H  -23.44938  -24.19499  -23.13593  0.074
H  -22.63284  -24.66078  -21.01787  0.121
H  -23.74249  -26.04897  -20.84211  0.121
H  -24.49124  -23.11189  -20.67529  0.075
H  -24.96319  -24.38204  -19.49378  0.116
H  -25.55543  -24.29575  -23.84152  -0.047
H  -25.81962  -25.99969  -23.32398  -0.013
C  -32.52778  -22.93045  -21.07541  -0.260
C  -31.85904  -23.03961  -19.66228  -0.323
C  -32.90535  -23.39710  -18.63543  -0.187
S  -34.07873  -24.56309  -19.57009  0.746
O  -35.43366  -24.04109  -19.47518  -0.343
O  -33.81500  -25.93808  -19.11179  -0.361
C  -33.28682  -24.24412  -21.23782  -0.175
H  -31.75690  -22.68023  -21.80427  -0.007
H  -33.27426  -22.13739  -21.11925  0.119
H  -31.30339  -22.14003  -19.39751  0.075
H  -31.05767  -23.77764  -19.69711  0.045
H  -33.53586  -22.52852  -18.44536  0.102
H  -32.67754  -23.80490  -17.65059  0.103
H  -33.98903  -24.15880  -22.06711  0.112
H  -32.55232  -25.04032  -21.35903  0.076
C  -30.48531  -20.65828  -26.76665  -0.319
C  -32.01175  -20.29987  -26.87820  -0.205
C  -32.69713  -21.48204  -27.62091  -0.172
S  -31.89803  -23.00102  -26.82074  0.713
O  -31.59253  -24.00961  -27.78208  -0.322
O  -32.63961  -23.37046  -25.61656  -0.343
C  -30.36157  -22.10853  -26.19979  -0.506
H  -29.98819  -19.84655  -26.23555  -0.078
H  -30.05779  -20.62716  -27.76883  0.131
H  -32.24236  -19.35046  -27.36145  0.123
H  -32.41373  -20.24129  -25.86673  -0.007
H  -32.42561  -21.53779  -28.67508  0.092
H  -33.78083  -21.54962  -27.52529  0.097
H  -29.47000  -22.68266  -26.45194  0.010
H  -30.65290  -21.99077  -25.15606  -0.167
C  -28.70356  -23.50669  -19.14199  -0.142
C  -29.83522  -23.97283  -18.14581  -0.239
C  -30.37656  -25.34190  -18.43135  -0.189
S  -29.57620  -25.98619  -19.95936  0.831
O  -30.39309  -25.76581  -21.15157  -0.322
O  -29.01791  -27.28781  -19.69506  -0.289
C  -28.15424  -24.82700  -19.75452  -0.269
H  -27.95054  -23.00671  -18.53282  0.121
H  -29.11139  -22.87186  -19.92861  0.027
H  -30.62441  -23.23201  -18.01746  0.076
H  -29.46635  -23.94286  -17.12056  0.117
H  -31.45299  -25.50678  -18.47831  0.084
H  -29.94527  -26.00716  -17.68333  0.111
H  -27.72698  -24.67787  -20.74614  -0.055
H  -27.46416  -25.27927  -19.04225  0.136
C  -24.46399  -19.74175  -24.47977  -0.233
C  -23.68022  -20.18596  -23.25099  -0.253
C  -24.32709  -21.60477  -22.78833  -0.217
S  -25.28178  -22.32918  -24.21995  0.821
O  -26.70416  -22.07477  -24.02329  -0.741
O  -24.69430  -23.62544  -24.64003  -0.361
C  -24.71646  -20.99076  -25.38003  -0.195
H  -23.84868  -19.05357  -25.05935  0.130
H  -25.39911  -19.23569  -24.23987  0.038
H  -23.75891  -19.46259  -22.43942  0.040
H  -22.65599  -20.26913  -23.61447  0.118
H  -24.96897  -21.67862  -21.91046  0.011
H  -23.56489  -22.37798  -22.69196  0.079
H  -25.48178  -20.90348  -26.15124  0.031
H  -23.75784  -21.29695  -25.79883  0.113
Cl  -28.37748  -24.93091  -22.89267  0.957
C  -28.84367  -26.55523  -22.29501  -0.534
C  -28.72728  -27.65210  -23.33718  -0.590
Cl  -27.06035  -27.59712  -23.95324  0.604
H  -29.89190  -26.50565  -22.00029  -0.043
H  -28.23719  -26.81418  -21.42712  0.045
H  -29.41616  -27.29985  -24.10495  -0.031
H  -28.89829  -28.68272  -23.02626  0.090
Cl  -28.83439  -26.25346  -25.74519  0.698
C  -28.60538  -24.53166  -26.09038  -0.646
C  -27.34736  -23.94337  -25.42742  -0.564
Cl  -27.08400  -22.35472  -26.11844  0.906
H  -29.44415  -23.98681  -25.65712  -0.077
H  -28.56608  -24.42146  -27.17408  0.083
H  -26.48810  -24.51126  -25.78418  0.092
H  -27.30150  -23.99026  -24.33940  -0.029
Cl  -27.88334  -16.91207  -24.25104  0.549
C  -27.48952  -18.48988  -23.51015  -0.739
C  -27.40186  -19.59886  -24.52716  -0.615
Cl  -28.92399  -20.06530  -25.15787  0.933
H  -28.33006  -18.73917  -22.86251  -0.056
H  -26.57290  -18.39337  -22.92826  -0.050
H  -26.95949  -20.46534  -24.03562  0.014
H  -26.84473  -19.20958  -25.37931  0.081
Cl  -32.94981  -19.85716  -23.83721  0.674
C  -31.24356  -20.29720  -23.91923  -0.748
C  -30.45029  -19.29251  -23.08362  -0.764
Cl  -30.62267  -17.55867  -23.57969  0.566
H  -30.87690  -20.41968  -24.93838  -0.041
H  -31.09990  -21.27684  -23.46342  -0.026
H  -29.43036  -19.61701  -22.87740  -0.029
H  -30.80535  -19.30489  -22.05315  0.006
Cl  -29.84555  -22.81882  -24.39679  0.952
C  -28.48880  -22.50213  -23.26444  -0.549
C  -28.96368  -22.65681  -21.81929  -0.593
Cl  -30.31011  -21.56589  -21.42947  0.894
H  -28.06557  -21.53286  -23.52804  0.050
H  -27.76696  -23.30808  -23.39668  -0.055
H  -28.16771  -22.34356  -21.14372  0.020
H  -29.22610  -23.67310  -21.52538  0.024
Cl  -28.57227  -18.52361  -20.51435  0.678
C  -27.80083  -20.12082  -20.21982  -0.575
C  -26.26193  -19.98980  -20.26001  -0.479
Cl  -25.63289  -19.61856  -21.85696  0.891
H  -28.23482  -20.82679  -20.92789  -0.010
H  -28.13255  -20.33431  -19.20371  0.076
H  -25.86185  -20.98936  -20.08997  0.063
H  -25.88935  -19.25799  -19.54325  0.089

***

This record from the Open Molecules 2025 dataset describes C43H49Cl2I2N2O3PRb as an isolated structure. The level of theory is ωB97M-V/def2-TZVPD.

Results
- Kohn-Sham gap: 6.6 eV
- Charge: -1

Each line ends with the Löwdin charge.
CARTESIAN COORDINATES (ANGSTROEM)
Rb  -1.09936  -0.57807  0.74839  0.689
C  -0.03394  3.13626  3.45771  -0.038
C  -0.42025  3.61625  2.08707  -0.257
C  0.35791  4.55180  1.40813  -0.035
C  -0.00019  5.01251  0.14819  -0.287
C  0.89224  5.96002  -0.60860  -0.050
C  -1.17556  4.54015  -0.42858  -0.038
C  -1.97430  3.60459  0.21917  -0.267
C  -3.25250  3.10446  -0.39769  -0.059
C  -1.57444  3.14369  1.47206  -0.007
H  -0.53204  3.73389  4.22596  0.088
H  1.04277  3.22622  3.61366  0.079
H  -0.32512  2.09436  3.59825  0.048
H  1.27250  4.91335  1.86859  0.116
H  1.54995  6.50875  0.06598  0.072
H  0.31054  6.68150  -1.18392  0.075
H  1.52532  5.41265  -1.31318  0.071
H  -1.46823  4.89707  -1.41180  0.117
H  -3.32712  3.40299  -1.44420  0.078
H  -4.11694  3.51736  0.12798  0.083
H  -3.33616  2.01716  -0.35134  0.036
H  -2.18345  2.40314  1.98421  0.127
I  -1.67783  -3.21181  8.72049  0.770
C  -1.44384  -2.17448  6.91640  -0.763
C  -2.45829  -2.19069  5.97365  -0.255
C  -2.28673  -1.49364  4.79136  -0.622
I  -3.78073  -1.57108  3.32404  0.921
C  -1.12564  -0.73275  4.48582  -0.495
O  -0.98049  -0.07131  3.40337  -0.313
C  -0.09599  -0.78047  5.48360  -0.166
C  1.19811  -0.06940  5.16689  -0.171
N  1.83373  -0.50528  3.91881  -0.038
C  2.18310  -1.91684  3.94194  -0.177
C  2.48903  -2.42803  2.56132  -0.259
C  3.71122  -3.01654  2.25434  -0.024
C  3.92028  -3.52576  0.98286  -0.068
C  2.90101  -3.43553  0.05016  -0.061
C  1.71993  -2.82065  0.43881  -0.154
N  1.51312  -2.32061  1.65446  0.110
C  -0.26422  -1.48374  6.65914  -0.141
H  -3.36982  -2.74472  6.15143  0.073
H  1.90584  -0.20709  5.99091  0.113
H  1.01680  1.00251  5.06969  0.102
H  1.12695  -0.36970  3.19921  0.064
H  1.37240  -2.54257  4.34809  0.130
H  3.05626  -2.06165  4.58569  0.116
H  4.48316  -3.06956  3.01096  0.107
H  4.86640  -3.98559  0.72473  0.103
H  3.01129  -3.81028  -0.95876  0.096
H  0.89794  -2.72974  -0.26309  0.065
H  0.54090  -1.49726  7.38606  0.092
Cl  -7.58884  -4.15320  -2.05334  0.607
C  -6.28446  -3.04765  -1.68798  -0.683
C  -6.58928  -1.72416  -1.33324  -0.140
C  -5.58369  -0.84816  -1.05245  -0.567
Cl  -5.98319  0.78766  -0.62358  0.698
C  -4.17534  -1.19413  -1.08502  -0.435
O  -3.28543  -0.35055  -0.83437  -0.211
C  -3.92860  -2.57278  -1.43789  -0.124
C  -2.60855  -3.15851  -1.50129  -0.227
O  -1.52972  -2.67267  -1.19190  -0.104
C  -4.98480  -3.45408  -1.74170  -0.091
H  -7.61947  -1.39808  -1.28396  0.100
H  -2.62284  -4.19923  -1.88980  0.121
H  -4.75030  -4.47764  -2.01112  0.106
C  -1.15693  -0.27062  -3.65109  -0.093
C  -0.03750  0.74319  -3.37098  -0.684
C  0.66049  1.07793  -4.68846  -0.083
C  -0.68480  1.99408  -2.77693  -0.093
P  1.03166  -0.05985  -2.04763  1.141
C  1.90024  -1.34416  -3.03764  -0.348
C  3.06518  -1.17010  -3.78651  -0.102
C  3.62953  -2.22403  -4.48996  -0.086
C  3.02894  -3.47588  -4.47326  -0.097
C  1.86259  -3.66361  -3.74754  -0.084
C  1.31017  -2.61029  -3.02982  -0.120
C  2.34904  1.14242  -1.43369  -0.681
C  2.91762  2.18504  -2.39766  -0.088
C  3.49321  0.30039  -0.85344  -0.090
C  1.69554  1.88137  -0.25293  -0.109
H  -1.84081  0.15757  -4.39101  0.092
H  -1.72851  -0.49620  -2.74891  0.057
H  -0.76507  -1.20364  -4.06121  0.075
H  -0.06674  1.52463  -5.37436  0.084
H  1.05408  0.17862  -5.16465  0.075
H  1.47845  1.78672  -4.56630  0.060
H  -1.44902  2.36620  -3.46675  0.095
H  0.03064  2.79917  -2.60427  0.063
H  -1.18470  1.77216  -1.83237  0.069
H  3.54386  -0.20137  -3.82622  0.086
H  4.53819  -2.06550  -5.05783  0.099
H  3.46858  -4.29824  -5.02395  0.097
H  1.38135  -4.63388  -3.72885  0.105
H  0.40101  -2.76749  -2.45872  0.074
H  3.40747  1.74084  -3.26382  0.060
H  3.66592  2.78521  -1.86941  0.084
H  2.14742  2.86782  -2.75735  0.061
H  4.08751  -0.18916  -1.62494  0.067
H  3.11426  -0.47038  -0.17845  0.066
H  4.15351  0.95156  -0.27276  0.090
H  0.79263  2.42663  -0.53221  0.056
H  2.40230  2.60612  0.16235  0.093
H  1.44166  1.18402  0.54868  0.065

***

This record from the Open Molecules 2025 dataset describes a 2-piece molecular cluster, H6NS2 overall. The level of theory is ωB97M-V/def2-TZVPD.

Results
- Kohn-Sham gap: 9.7 eV
- Charge: +1

Each line ends with the Löwdin charge.
CARTESIAN COORDINATES (ANGSTROEM)
N  2.28036  0.81615  0.76030  0.293
H  2.84330  1.58380  0.38365  0.159
H  2.10302  1.00086  1.75498  0.163
H  2.79143  -0.06198  0.65836  0.156
H  1.37161  0.77052  0.25265  -0.021
S  -0.72573  -1.25694  0.11917  0.288
S  -0.67641  0.66435  -0.66207  0.295
H  -1.02568  -1.88025  -1.03197  -0.177
H  -1.88364  1.07828  -0.24424  -0.158